{
  "formula": "C3H7N2OS",
  "method": "ωB97M-V with the def2-TZVPD basis set",
  "elements": ["C", "C", "S", "N", "C", "N", "O", "H", "H", "H", "H", "H", "H", "H"],
  "positions_angstrom": [[0.9846, 0.0033, -0.6503], [0.2666, -1.1204, 0.2095], [1.3652, -2.4934, 0.4917], [0.0398, 0.9444, -1.2006], [-0.4218, 1.6366, -0.2022], [-3.0051, 1.3641, -0.0087], [0.0788, 2.3131, 0.6358], [1.8101, 0.5061, -0.1031], [1.4731, -0.4650, -1.5036], [0.0867, -0.6526, 1.1994], [-0.6957, -1.3602, -0.2394], [-1.7050, 1.5759, -0.1761], [-3.2283, 0.5847, 0.5920], [-3.8229, 1.7937, -0.4164]],
  "atomic_forces_ev_per_a": [[0.1, -1.6, -0.5], [1.1, 1.0, 0.6], [0.1, -0.5, -0.1], [-2.0, 1.5, 1.0], [6.3, -0.8, -1.8], [2.4, 0.2, 0.1], [-1.6, 1.2, 1.1], [-0.7, 0.0, 0.3], [-0.2, -0.3, 0.0], [-0.3, 0.1, -0.5], [0.0, 0.0, -0.2], [-6.3, -1.1, 0.3], [0.5, 0.0, 0.0], [0.7, 0.4, -0.3]],
  "mulliken_charge": [-0.50, -0.65, -0.59, -0.41, 0.62, -0.63, -0.42, 0.28, 0.32, 0.18, 0.27, 0.28, 0.13, 0.11],
  "e_homo_ev": -2.75,
  "total_energy_ha": -701.321410,
  "relative_energy_kj_mol": 537.7,
  "homo_lumo_gap_ev": 4.069,
  "charge": -1
}

---

{
  "formula": "C4H3O2P",
  "method": "ωB97M-V with the def2-TZVPD basis set",
  "elements": ["O", "C", "C", "C", "C", "P", "O", "H", "H", "H"],
  "positions_angstrom": [[1.7448, 2.0531, -1.1498], [0.7779, 1.0843, -0.4092], [0.0741, 0.0614, -1.0500], [-0.5873, -0.8024, -0.2585], [-0.6922, -0.7302, 1.1699], [0.3016, 0.2990, 2.1008], [0.8663, 1.2127, 0.8936], [0.0389, -0.1990, -2.0624], [-1.2228, -1.5741, -0.8595], [-1.3012, -1.4048, 1.6249]],
  "atomic_forces_ev_per_a": [[-6.1, -5.7, 4.0], [7.5, 6.7, -5.2], [-0.4, -0.6, 1.7], [-2.4, -1.4, -0.7], [2.4, 1.8, -0.8], [-1.6, -1.0, -0.6], [0.4, 0.3, 0.1], [0.5, 0.7, -1.4], [1.2, 1.1, 1.6], [-1.6, -1.9, 1.4]],
  "mulliken_charge": [-0.61, 0.38, -0.29, -0.03, -0.38, 0.06, -0.19, 0.42, 0.24, 0.40],
  "e_homo_ev": [-8.75, -8.76],
  "total_energy_ha": -645.935196,
  "relative_energy_kj_mol": 283.9,
  "homo_lumo_gap_ev": [7.347, 7.357],
  "charge": 0,
  "smiles": "O=c1cccpo1"
}

---

{
  "formula": "C23H42Cl3N4O3SSiSn",
  "method": "ωB97M-V with the def2-TZVPD basis set",
  "elements": ["C", "C", "H", "H", "H", "C", "C", "H", "H", "H", "H", "Sn", "Cl", "Cl", "H", "H", "C", "C", "N", "H", "C", "O", "H", "H", "H", "H", "H", "H", "C", "C", "N", "H", "C", "O", "H", "H", "H", "H", "O", "C", "C", "C", "H", "C", "H", "C", "H", "C", "C", "H", "H", "H", "Si", "Cl", "C", "C", "C", "H", "H", "H", "H", "H", "H", "H", "H", "H", "S", "C", "N", "C", "C", "N", "H", "H", "H", "H", "H", "H"],
  "positions_angstrom": [[-1.5853, -2.1789, -3.1929], [-1.1166, -3.0897, -2.1030], [-1.4015, -2.6159, -4.1816], [-1.0984, -1.1924, -3.1346], [-2.6714, -2.0148, -3.0928], [-0.6026, -4.3150, -2.2957], [-0.4107, -4.9828, -3.6133], [-0.3317, -4.9314, -1.4377], [-0.5404, -4.3070, -4.4645], [-1.1071, -5.8242, -3.7338], [0.5991, -5.4097, -3.6642], [-0.1508, 0.1406, 0.6417], [-2.4795, 0.0457, 1.3462], [-0.5214, 1.4571, -1.2484], [0.8245, 4.7204, 3.9699], [-1.3300, 5.7316, 3.0523], [1.0789, 4.3574, 2.9675], [-0.9850, 5.4024, 2.0629], [-0.1468, 4.2144, 2.1839], [1.5996, 3.4011, 3.0279], [-0.4817, 3.0747, 1.6062], [0.2797, 2.0521, 1.7052], [-1.8494, 5.1675, 1.4343], [-1.4321, 3.0406, 1.0483], [1.7234, 5.1122, 2.5022], [-0.4161, 6.2268, 1.6121], [1.4992, -1.6045, -2.7811], [2.5014, -3.7852, -1.2012], [2.4802, -1.1926, -2.4985], [3.3451, -3.0757, -1.1342], [2.8780, -1.6988, -1.1892], [2.4320, -0.0996, -2.4839], [2.6445, -1.0012, -0.0767], [2.0556, 0.1178, -0.0819], [3.8767, -3.2388, -0.1875], [2.9839, -1.4644, 0.8677], [3.2305, -1.5327, -3.2217], [4.0204, -3.2537, -1.9799], [-0.1772, -1.5445, -0.6354], [-1.2006, -2.4891, -0.7045], [0.1332, -4.0531, 0.7931], [-1.0965, -3.5064, 0.4292], [1.0383, -3.6837, 0.3077], [0.1880, -5.0675, 1.7575], [-2.1752, -1.9812, -0.6234], [-2.2643, -3.9119, 1.0746], [1.1548, -5.5264, 1.9913], [-0.9830, -5.4648, 2.4114], [-2.2074, -4.8751, 2.0802], [-3.2061, -3.4570, 0.7511], [-0.9341, -6.2345, 3.1825], [-3.1204, -5.1641, 2.5984], [-0.3967, 3.9295, -3.8558], [-0.5793, 1.8770, -4.3038], [1.4094, 4.2647, -3.4899], [-1.4648, 4.4189, -2.3851], [-0.9994, 4.7777, -5.4321], [1.8876, 3.4209, -2.9706], [1.5073, 5.1558, -2.8518], [1.9657, 4.4580, -4.4190], [-0.2926, 4.6269, -6.2652], [-1.1053, 5.8598, -5.2609], [-1.9786, 4.3763, -5.7428], [-1.3072, 3.7543, -1.5201], [-2.5328, 4.3842, -2.6377], [-1.2341, 5.4454, -2.0553], [0.7742, -1.1844, 2.5905], [0.3536, -0.2216, 3.9450], [1.2008, 0.0451, 4.9534], [0.5643, 0.7544, 6.0448], [-0.8800, 0.8975, 5.5600], [-0.8454, 0.3173, 4.2306], [2.1573, -0.2879, 4.9467], [1.0394, 1.7276, 6.2022], [0.6348, 0.1694, 6.9652], [-1.2075, 1.9442, 5.5383], [-1.5774, 0.3306, 6.1887], [-1.6370, 0.2644, 3.5810]],
  "atomic_forces_ev_per_a": [[-0.1, 0.1, -0.3], [0.3, -0.8, 0.5], [-0.1, 0.3, 0.2], [-0.1, -0.3, 0.1], [0.3, 0.0, 0.0], [-0.5, 0.5, 0.0], [0.2, -0.3, -0.3], [-0.1, 0.2, -0.1], [0.1, -0.2, 0.1], [0.1, 0.1, 0.0], [-0.1, 0.0, -0.1], [0.3, -1.4, -1.0], [-2.1, 0.1, 0.6], [-0.5, 1.5, -1.6], [0.0, -0.1, 0.0], [0.0, -0.1, -0.2], [-0.2, 0.1, -0.1], [0.2, -0.1, 0.0], [-0.1, 1.2, 0.3], [-0.2, 0.1, -0.1], [2.0, -2.9, 0.3], [-1.6, 4.1, 0.9], [0.2, 0.1, 0.1], [0.3, 0.0, 0.2], [0.0, -0.2, 0.0], [-0.1, -0.2, 0.0], [0.2, 0.2, 0.1], [0.3, 0.2, -0.1], [-0.2, -0.2, 0.1], [-0.3, 0.2, 0.1], [0.3, -0.4, -0.5], [-0.1, -0.3, 0.1], [-0.8, 1.8, 0.1], [2.1, -1.6, -0.1], [-0.1, 0.0, -0.2], [-0.1, 0.1, -0.3], [-0.1, 0.1, 0.0], [0.0, 0.0, 0.2], [0.1, -0.7, -0.3], [0.5, 0.4, 0.1], [-0.1, -0.3, 0.3], [-0.4, 0.1, -0.4], [-0.3, -0.1, 0.1], [-0.1, 0.4, -0.2], [-0.2, -0.2, 0.1], [0.3, -0.1, -0.1], [-0.4, 0.1, 0.1], [0.1, 0.0, -0.1], [0.1, 0.0, -0.1], [0.3, -0.2, 0.3], [-0.1, 0.2, -0.2], [0.2, 0.0, 0.0], [-0.2, -0.6, 0.1], [0.0, 0.7, -0.4], [0.2, 0.1, -0.1], [-0.1, 0.1, 0.2], [0.1, 0.1, 0.0], [-0.3, 0.2, -0.1], [0.0, -0.2, -0.1], [-0.1, -0.1, 0.2], [-0.2, 0.0, 0.3], [0.0, -0.2, -0.1], [0.3, 0.1, 0.2], [0.0, 0.2, -0.5], [0.2, 0.0, 0.0], [0.0, -0.1, -0.3], [0.4, -0.6, 3.2], [0.2, -1.9, -1.8], [0.9, 0.6, 0.5], [0.6, 0.1, 0.0], [-0.6, 0.0, -0.2], [-0.4, 0.2, -0.3], [-0.5, 0.1, 0.0], [-0.1, -0.1, 0.1], [-0.1, 0.1, 0.1], [0.1, -0.2, 0.0], [0.0, 0.1, 0.1], [0.4, 0.0, 0.2]],
  "mulliken_charge": [-1.34, 0.40, 0.40, 0.04, 0.30, 0.16, -1.54, 0.37, 0.37, 0.26, 0.30, 0.41, -0.74, -0.29, 0.32, 0.33, -0.96, -0.96, 0.37, 0.20, 0.13, -0.85, 0.27, 0.31, 0.33, 0.32, 0.13, 0.24, -0.87, -0.89, 0.41, 0.19, -0.16, -0.57, 0.31, 0.36, 0.45, 0.33, -0.26, -0.10, 0.39, 0.23, 0.10, -0.71, 0.50, -0.51, 0.36, -0.52, -0.66, 0.36, 0.35, 0.36, 0.53, -0.26, -0.90, -0.47, -1.00, 0.20, 0.31, 0.30, 0.28, 0.30, 0.26, -0.16, 0.29, 0.34, -0.15, -0.26, 0.14, -0.61, -0.56, 0.40, 0.10, 0.26, 0.31, 0.30, 0.33, 0.00],
  "e_homo_ev": [-0.50, -0.50],
  "total_energy_ha": -3629.034914,
  "relative_energy_kj_mol": 116.3,
  "homo_lumo_gap_ev": [2.840, 2.841],
  "charge": -1
}

---

{
  "formula": "C6H8OS",
  "method": "ωB97M-V with the def2-TZVPD basis set",
  "elements": ["S", "C", "C", "C", "O", "C", "C", "C", "H", "H", "H", "H", "H", "H", "H", "H"],
  "positions_angstrom": [[-0.4337, 2.6576, 1.2913], [-0.3665, 1.1993, 0.6481], [-0.0547, -0.1945, 1.1611], [1.3057, -0.6345, 0.5720], [1.5571, 0.0043, -0.6603], [0.4411, 0.2347, -1.4873], [-0.8186, 0.5657, -0.6550], [-1.1739, -0.6707, 0.2024], [-0.0885, -0.3987, 2.2368], [1.3148, -1.7363, 0.4800], [2.1311, -0.3118, 1.2596], [0.7118, 1.0705, -2.1019], [0.2449, -0.6188, -2.1375], [-1.5865, 1.0588, -1.2427], [-1.0248, -1.6531, -0.2486], [-2.1594, -0.5724, 0.6820]],
  "atomic_forces_ev_per_a": [[0.0, 0.1, 0.0], [0.1, -0.3, -0.1], [0.4, -0.1, 0.2], [0.3, 0.3, 0.8], [0.4, -0.2, 0.0], [-0.4, 0.0, 0.5], [0.2, 0.0, -0.2], [-0.3, 0.0, 0.4], [-0.1, 0.1, -0.2], [0.0, 0.3, 0.0], [-0.7, -0.4, -0.6], [0.1, 0.5, -0.4], [-0.1, -0.2, 0.0], [0.0, 0.1, -0.1], [-0.1, 0.0, 0.0], [0.3, -0.2, -0.3]],
  "mulliken_charge": [-0.32, -0.12, 0.00, -0.58, -0.39, -0.64, 0.01, -0.89, 0.47, 0.32, 0.32, 0.36, 0.33, 0.48, 0.35, 0.30],
  "e_homo_ev": -8.54,
  "total_energy_ha": -706.787784,
  "relative_energy_kj_mol": 153.3,
  "homo_lumo_gap_ev": 8.676,
  "charge": 0,
  "smiles": "S=C1[C@@H]2COC[C@H]1C2"
}

---

{
  "formula": "C3H12N3O",
  "method": "ωB97M-V with the def2-TZVPD basis set",
  "elements": ["C", "N", "C", "H", "H", "H", "H", "H", "H", "H", "H", "N", "C", "N", "O", "H", "H", "H", "H"],
  "positions_angstrom": [[1.2689, 1.1363, -1.4302], [1.0787, -0.3437, -1.4678], [2.2192, -1.0942, -0.8874], [0.4915, 1.5959, -2.0339], [1.1792, 1.4610, -0.3985], [2.2439, 1.3885, -1.8374], [0.9539, -0.6700, -2.4197], [0.2109, -0.5349, -0.9265], [3.1671, -0.8315, -1.3459], [2.0100, -2.1588, -0.9430], [2.2939, -0.8455, 0.1722], [-0.9143, -0.5988, 2.1090], [-1.2458, 0.0375, 0.9392], [-1.5716, 1.3435, 1.0671], [-1.2242, -0.5571, -0.1457], [-0.8459, -1.6011, 2.0017], [-1.3722, -0.2780, 2.9452], [-1.3995, 1.8578, 1.9116], [-1.8875, 1.8698, 0.2694]],
  "atomic_forces_ev_per_a": [[-0.1, -0.1, -0.3], [0.9, 0.3, 0.0], [0.0, -0.2, 0.9], [0.0, 0.0, 0.0], [0.1, 0.0, 0.0], [0.0, 0.0, 0.1], [-0.2, 0.1, -0.2], [-0.5, -0.3, -0.1], [-0.1, 0.0, -0.3], [0.1, 0.0, -0.2], [-0.1, 0.1, -0.1], [-0.1, 0.0, -0.5], [-0.2, -0.1, 0.6], [0.1, 0.2, -0.3], [0.3, 0.2, -0.1], [0.0, 0.1, 0.2], [0.1, -0.1, 0.2], [-0.1, -0.1, 0.1], [0.0, -0.2, 0.0]],
  "mulliken_charge": [-0.88, 0.00, -0.86, 0.34, 0.33, 0.39, 0.38, 0.23, 0.36, 0.36, 0.35, -0.43, 0.64, -0.37, -0.79, 0.26, 0.23, 0.20, 0.24],
  "e_homo_ev": -14.32,
  "total_energy_ha": -360.826077,
  "relative_energy_kj_mol": 22.7,
  "homo_lumo_gap_ev": 11.556,
  "charge": 1
}

---

{
  "formula": "C41H31N8O2Re",
  "method": "ωB97M-V with the def2-TZVPD basis set",
  "elements": ["Re", "C", "C", "C", "C", "N", "C", "N", "C", "N", "C", "N", "C", "C", "C", "C", "C", "N", "C", "C", "C", "C", "C", "C", "H", "H", "H", "H", "H", "H", "H", "H", "H", "H", "H", "H", "C", "O", "C", "N", "C", "C", "C", "C", "C", "C", "C", "C", "C", "C", "C", "C", "N", "C", "N", "C", "C", "O", "C", "C", "C", "C", "C", "C", "H", "H", "H", "H", "H", "H", "H", "H", "H", "H", "H", "H", "H", "H", "H", "H", "H", "H", "H"],
  "positions_angstrom": [[-0.1120, 0.0174, -0.3217], [3.2461, -2.7196, 0.2354], [3.8220, -2.3678, 1.4575], [3.1679, -1.4460, 2.2394], [1.9288, -0.9222, 1.8206], [1.4346, -1.1739, 0.5736], [2.0962, -2.0746, -0.1700], [1.2059, -0.3071, 2.7690], [-0.0679, -0.1114, 2.7268], [-0.8861, -0.1721, 1.6141], [-2.2091, -0.1539, 2.0559], [-3.2307, -0.2465, 1.3028], [-3.3061, -0.4992, -0.0067], [-4.0206, 0.2477, -0.8798], [-3.6651, -0.1075, -2.2796], [-2.0378, -1.9866, -2.9772], [-0.9904, -2.1570, -2.1833], [-1.2574, -1.8598, -0.8029], [-2.2254, -0.0031, 3.5050], [-3.2515, 0.0641, 4.4293], [-2.8951, 0.1413, 5.7762], [-1.5659, 0.1254, 6.1793], [-0.5297, 0.0696, 5.2531], [-0.8797, 0.0276, 3.9163], [3.6920, -3.4694, -0.3974], [4.7467, -2.8206, 1.7828], [3.5419, -1.1402, 3.2042], [1.6944, -2.2871, -1.1512], [-4.5857, 1.1251, -0.6188], [-4.4800, 0.0263, -2.9910], [-2.0724, -2.1381, -4.0410], [-0.0086, -2.5037, -2.4609], [-4.2862, 0.0514, 4.1272], [-3.6719, 0.1950, 6.5239], [-1.3308, 0.1439, 7.2313], [0.5049, 0.0533, 5.5528], [4.6598, 1.6261, 0.0034], [3.6784, 2.3922, 0.7116], [2.5037, 1.9800, 0.2923], [2.4575, 1.0184, -0.5573], [3.8298, 0.6585, -0.8812], [4.0302, 0.6857, -2.3829], [3.0808, 0.0177, -3.1675], [3.2668, -0.1277, -4.5257], [4.3987, 0.4162, -5.1269], [5.3084, 1.1432, -4.3649], [5.1325, 1.2677, -2.9980], [1.2808, 2.7224, 0.5740], [1.2738, 4.0299, 1.0545], [0.1096, 4.7743, 0.9331], [-0.9558, 4.2435, 0.2140], [-0.8699, 2.9263, -0.2201], [0.1932, 2.1468, 0.0509], [-1.7520, 2.3248, -1.2138], [-1.5508, 1.0992, -1.6037], [-2.4970, 0.8420, -2.6993], [-3.0261, 2.2571, -3.0060], [-2.6193, 3.0373, -1.8781], [-3.2515, -1.6028, -2.1745], [-4.4107, -2.4803, -2.5607], [-4.9046, -3.4298, -1.7558], [-4.3453, -3.6722, -0.4498], [-3.3231, -2.9475, 0.0247], [-2.7637, -1.7650, -0.7046], [5.2896, 1.1059, 0.7257], [5.2753, 2.3269, -0.5607], [4.0117, -0.3818, -0.5768], [2.1893, -0.3745, -2.6894], [2.5527, -0.6743, -5.1233], [4.5678, 0.2788, -6.1827], [6.1613, 1.6051, -4.8384], [5.8611, 1.8218, -2.4286], [2.1756, 4.4402, 1.4834], [0.0607, 5.7815, 1.3159], [-1.8294, 4.8307, -0.0213], [-1.9747, 0.4001, -3.5495], [-4.1082, 2.3188, -3.1092], [-2.5621, 2.6936, -3.8944], [-4.7993, -2.3254, -3.5567], [-5.7231, -4.0509, -2.0859], [-4.7533, -4.4868, 0.1294], [-2.9035, -3.1339, 1.0028], [-0.9474, -2.6276, -0.1961]],
  "atomic_forces_ev_per_a": [[-0.1, -0.6, 0.8], [-0.4, 0.1, -0.1], [-0.2, 0.2, 0.0], [0.0, 0.0, -0.3], [0.1, -0.4, -0.2], [-0.6, 0.4, 0.3], [0.4, -0.7, -0.5], [-0.1, 0.5, 0.6], [0.4, -0.1, 0.1], [1.5, 0.2, -2.0], [-1.2, -0.3, -0.7], [-0.3, 0.5, 1.5], [0.1, -0.2, -1.4], [0.1, -0.5, 0.1], [0.4, 0.1, 0.2], [0.0, 0.1, 0.5], [0.2, -0.2, -0.9], [0.7, 0.6, 0.8], [0.7, 0.2, 0.6], [0.1, 0.0, -0.1], [-0.1, 0.0, -0.2], [0.2, 0.0, 0.0], [-0.1, 0.0, -0.2], [-0.9, 0.2, 0.1], [0.0, 0.0, -0.1], [0.1, 0.0, 0.0], [-0.1, 0.0, 0.1], [0.0, 0.1, -0.1], [-0.2, 0.1, 0.2], [0.1, 0.1, -0.1], [0.2, -0.1, -0.2], [0.1, 0.0, 0.0], [-0.1, 0.0, 0.0], [-0.1, 0.0, 0.0], [0.0, 0.1, 0.1], [0.1, 0.0, 0.1], [0.7, -0.5, -0.6], [-0.7, 0.6, 0.6], [0.2, -0.8, -0.7], [-1.5, 0.5, 0.6], [0.6, -0.6, -0.2], [-0.1, 0.1, -0.2], [0.3, 0.2, 0.3], [0.2, 0.0, -0.2], [0.1, 0.2, 0.2], [-0.2, -0.3, -0.4], [-0.3, -0.1, 0.3], [-0.1, 0.5, 0.3], [-0.2, -0.3, 0.0], [0.1, -0.1, 0.0], [0.0, -0.4, -0.1], [0.1, 0.7, 0.4], [-0.4, -0.3, -0.1], [0.1, -0.2, -0.5], [1.0, 0.1, 0.9], [-0.6, -0.3, -0.5], [-0.1, -0.5, -1.0], [0.4, 0.4, 1.1], [0.1, 0.1, 0.0], [-0.3, -0.5, 0.5], [0.0, 0.6, -1.0], [0.8, 0.2, 0.6], [-0.2, -0.5, -0.2], [-0.9, 0.4, 0.3], [-0.1, 0.1, 0.0], [-0.1, -0.1, 0.0], [0.0, 0.3, 0.1], [0.0, -0.2, 0.0], [-0.1, 0.0, -0.1], [0.0, 0.0, -0.1], [0.1, 0.0, 0.0], [0.1, 0.0, 0.1], [0.1, 0.0, 0.0], [0.0, 0.1, 0.0], [-0.1, 0.1, -0.1], [0.0, 0.2, 0.0], [0.1, 0.0, 0.1], [0.0, 0.0, 0.1], [-0.1, 0.0, -0.1], [-0.1, 0.0, -0.1], [0.0, 0.0, 0.2], [0.0, -0.1, 0.2], [0.0, 0.2, -0.1]],
  "mulliken_charge": [2.13, -0.90, -0.45, -0.96, 0.60, 0.27, 0.19, -0.37, 0.34, 0.06, -0.49, -0.52, -0.18, -1.54, -0.29, -2.33, -0.18, -0.26, 0.23, -0.22, -0.71, -0.72, -0.25, -0.34, 0.51, 0.52, 0.62, -0.03, 0.54, 0.99, 0.57, 0.78, 0.60, 0.47, 0.47, 0.59, -0.40, -0.44, 0.12, 0.12, 1.22, 0.00, 0.05, -0.95, -0.54, -0.93, -0.54, 0.08, -0.76, -0.82, -0.62, -0.48, 0.08, 1.39, 0.17, -0.60, -0.75, -0.44, 2.09, -1.16, -0.82, -0.80, -0.85, 1.58, 0.28, 0.38, 0.00, 0.20, 0.43, 0.43, 0.42, 0.35, 0.62, 0.52, 0.60, 0.65, 0.44, 0.32, 0.51, 0.49, 0.51, 0.48, 0.60],
  "e_homo_ev": [-15.90, -15.89],
  "total_energy_ha": -2246.804186,
  "spin_multiplicity": 2,
  "homo_lumo_gap_ev": [5.039, 4.422],
  "charge": 3
}